{
  "formula": "C40H40N8",
  "method": "wB97M-V/def2-TZVPD",
  "smiles": "c1ccncc1.c1ccncc1.c1ccncc1.c1ccncc1.c1ccncc1.c1ccncc1.c1ccncc1.c1ccncc1",
  "orbital_gap_ev": 9.9,
  "homo_ev": -9.35,
  "relative_energy_kj_mol": 71.9,
  "elements": ["N", "N", "N", "N", "N", "N", "N", "N", "C", "C", "C", "C", "C", "C", "C", "C", "C", "C", "C", "C", "C", "C", "C", "C", "C", "C", "C", "C", "C", "C", "C", "C", "C", "C", "C", "C", "C", "C", "C", "C", "C", "C", "C", "C", "C", "C", "C", "C", "H", "H", "H", "H", "H", "H", "H", "H", "H", "H", "H", "H", "H", "H", "H", "H", "H", "H", "H", "H", "H", "H", "H", "H", "H", "H", "H", "H", "H", "H", "H", "H", "H", "H", "H", "H", "H", "H", "H", "H"],
  "coordinates": [[-19.793101, 18.890989, -10.687977], [-16.249830, 18.079473, -4.865353], [-16.670196, 12.356933, -12.686632], [-10.126635, 18.537030, -6.469001], [-16.957939, 11.398666, -8.332079], [-15.133269, 15.404185, -7.684279], [-13.192331, 12.839851, -10.704901], [-21.809362, 18.999508, -6.992934], [-16.323985, 19.692787, -3.050297], [-18.869773, 18.258721, -11.437771], [-12.045732, 13.522965, -10.599377], [-11.311882, 13.687943, -9.438750], [-12.547321, 17.453684, -7.263797], [-21.066824, 18.603760, -10.907730], [-19.335234, 13.079535, -12.145358], [-11.744377, 13.066895, -8.284794], [-22.026528, 18.541013, -5.742048], [-16.374921, 18.425899, -3.553986], [-19.311378, 10.929308, -8.621328], [-19.746885, 18.696537, -5.144662], [-17.291349, 16.425198, -7.859749], [-16.108687, 15.766389, -9.836559], [-15.850633, 19.052074, -5.667679], [-16.262248, 15.902818, -7.113450], [-13.591738, 12.270120, -9.551595], [-18.335102, 13.295341, -11.200217], [-17.949644, 10.610581, -8.740725], [-17.046359, 12.891586, -11.517928], [-18.959436, 12.490609, -13.345738], [-17.639491, 12.186116, -13.594991], [-20.586664, 17.196684, -12.751161], [-18.573263, 13.002182, -7.627423], [-17.263488, 12.572880, -7.780906], [-10.245440, 17.996505, -7.667961], [-19.515050, 19.285316, -6.365933], [-20.565720, 19.431262, -7.262945], [-12.379254, 17.954661, -5.981120], [-11.439497, 17.438682, -8.096620], [-21.041722, 18.333167, -4.797822], [-12.906349, 12.296025, -8.344616], [-19.588916, 12.156667, -8.062871], [-17.225491, 16.310187, -9.240728], [-15.055531, 15.361284, -9.002817], [-15.909448, 20.693526, -3.945187], [-19.237303, 17.461357, -12.507963], [-11.166704, 18.528251, -5.637254], [-21.531620, 17.768710, -11.920715], [-15.674060, 20.391060, -5.258312], [-13.544904, 17.195919, -7.582128], [-11.684546, 13.983163, -11.512799], [-18.943839, 18.603812, -4.425349], [-15.814729, 21.742497, -3.685503], [-20.082828, 10.215271, -8.867490], [-16.156330, 15.973904, -6.042347], [-19.760416, 12.349340, -14.062849], [-17.817039, 18.368472, -11.222031], [-11.215051, 13.129740, -7.342407], [-16.282416, 12.885572, -10.748118], [-17.728188, 9.637427, -9.162096], [-13.157690, 17.990731, -5.227865], [-20.865441, 16.565391, -13.584067], [-18.802032, 13.931843, -7.126440], [-23.042797, 18.174069, -5.654182], [-21.784923, 19.190059, -10.344549], [-21.304083, 17.864831, -3.859906], [-16.431774, 13.142849, -7.382883], [-11.600397, 17.143858, -9.128301], [-17.303723, 11.690123, -14.497963], [-18.590516, 19.777044, -6.644669], [-20.554738, 12.640354, -7.945094], [-18.009042, 16.733342, -9.852436], [-9.397748, 18.050078, -8.342337], [-16.498482, 17.573364, -2.894921], [-20.369144, 13.315573, -11.934886], [-16.127909, 15.717649, -10.917771], [-14.136704, 14.964811, -9.420541], [-10.375799, 14.227894, -9.381362], [-18.488865, 16.958880, -13.108060], [-18.527636, 13.764033, -10.245972], [-15.340745, 21.140902, -5.960530], [-14.520126, 11.706839, -9.529634], [-22.572254, 17.536241, -12.095595], [-11.106536, 19.091867, -4.713615], [-15.663414, 18.799877, -6.706123], [-13.285171, 11.747819, -7.495342], [-16.498405, 19.872651, -2.000437], [-18.086962, 16.955340, -7.349005], [-20.411475, 19.790356, -8.272388]],
  "atomic_forces_ev_per_a": [[0.85, -0.49, 0.18], [0.74, 0.72, 0.98], [-0.67, 0.16, 0.24], [0.68, 0.62, 0.62], [0.09, -0.40, -0.34], [-0.59, 0.05, 0.35], [0.31, 0.04, 1.25], [0.68, 0.51, 0.63], [0.80, 0.68, -0.51], [-1.04, 0.05, -0.50], [-0.05, 0.19, -0.68], [0.30, -0.16, 0.60], [0.14, 0.38, 0.59], [-0.56, 0.73, -0.46], [0.85, -0.07, 0.38], [-0.69, -0.74, 0.40], [-0.36, -0.61, -1.60], [-0.31, -1.36, -0.60], [0.74, 0.21, 0.37], [0.08, 0.28, 0.78], [-0.20, 0.07, 0.45], [-0.10, 0.09, 0.22], [-0.20, 0.70, -0.22], [1.78, -0.17, -0.49], [-0.33, -0.57, -0.05], [-0.27, 0.06, -0.43], [-0.90, -0.01, 0.15], [0.42, -0.51, 0.02], [-1.14, 0.50, -0.15], [0.69, -0.36, 0.39], [0.46, 0.24, 0.13], [0.49, -0.60, -0.07], [-0.18, -0.15, 0.35], [-0.51, -0.32, 0.02], [-0.12, 0.91, -0.60], [-0.84, -0.89, 0.10], [0.03, 0.25, 0.39], [-0.83, 0.23, -0.71], [-0.07, -0.03, -0.33], [0.51, 0.75, -0.47], [-0.36, 1.49, 0.32], [-0.13, 0.41, 0.14], [-0.45, -0.19, -0.60], [-0.59, 0.66, 0.27], [-0.11, -0.62, -0.01], [-0.17, -0.16, -0.72], [0.46, -0.42, -0.28], [0.11, -1.16, -0.27], [0.14, -0.45, -0.17], [-0.04, -0.01, -0.08], [0.04, -0.13, -0.06], [-0.02, -0.15, 0.48], [0.00, 0.05, -0.26], [-0.62, 0.04, 0.12], [0.33, -0.30, -0.27], [0.01, 0.46, 0.20], [0.19, 0.16, -0.12], [0.12, 0.38, -0.07], [0.50, 0.06, -0.03], [-0.27, -0.09, -0.30], [-0.07, -0.05, 0.03], [0.03, 0.09, -0.14], [-0.03, 0.13, 0.67], [-0.01, -0.23, 0.32], [0.17, 0.08, 0.10], [0.03, 0.11, -0.18], [0.35, -0.18, 0.04], [-0.24, 0.19, -0.22], [0.29, -0.49, 0.20], [-0.41, -0.87, -0.13], [-0.12, -0.24, 0.08], [0.10, -0.02, 0.15], [-0.38, 0.07, 0.07], [-0.03, 0.09, -0.06], [0.57, -0.22, 0.01], [0.02, 0.05, -0.02], [-0.10, 0.21, -0.43], [0.09, 0.15, -0.02], [-0.06, -0.11, 0.06], [0.00, -0.01, -0.04], [-0.09, 0.06, -0.48], [-0.13, 0.29, 0.28], [0.41, -0.21, 0.13], [-0.13, -0.16, -0.06], [-0.07, 0.07, 0.06], [0.04, 0.09, 0.01], [-0.19, -0.15, -0.15], [0.16, 0.22, 0.05]],
  "lowdin_charge": [0.061, 0.068, 0.073, 0.046, 0.064, 0.051, 0.070, 0.053, -0.065, -0.169, -0.175, -0.092, -0.068, -0.157, -0.074, -0.076, -0.158, -0.162, -0.064, -0.079, -0.073, -0.055, -0.171, -0.164, -0.173, -0.075, -0.145, -0.158, -0.089, -0.157, -0.077, -0.080, -0.149, -0.163, -0.085, -0.146, -0.073, -0.076, -0.070, -0.065, -0.096, -0.081, -0.152, -0.074, -0.073, -0.154, -0.064, -0.065, 0.072, 0.101, 0.084, 0.108, 0.101, 0.085, 0.098, 0.100, 0.106, 0.078, 0.104, 0.090, 0.105, 0.097, 0.099, 0.102, 0.101, 0.091, 0.098, 0.101, 0.097, 0.107, 0.072, 0.102, 0.108, 0.103, 0.105, 0.087, 0.100, 0.103, 0.082, 0.106, 0.081, 0.102, 0.101, 0.102, 0.103, 0.104, 0.094, 0.078]
}